w.
Formula: C4H12O2
Source: OMol25
Level of theory: the ωB97M-V functional and the def2-TZVPD basis

## Properties
orbital gap = 11.0766 eV
LUMO energy = 0.765 eV
SMILES = CCO.CCO

Atoms and positions in Å:
C1 -2.405 3.646 -0.787
C2 -1.563 2.611 0.033
O1 -0.449 2.298 -0.739
H1 -1.698 4.454 -0.974
H2 -3.220 4.050 -0.186
H3 -2.982 3.282 -1.637
H4 -2.109 1.695 0.258
H5 -1.302 2.845 1.065
H6 0.105 3.077 -0.827
C3 2.215 -3.968 0.549
C4 1.423 -2.745 0.092
O2 1.610 -1.737 1.050
H7 1.700 -4.253 1.467
H8 3.263 -3.717 0.717
H9 2.134 -4.821 -0.124
H10 0.409 -3.144 0.084
H11 1.769 -2.633 -0.935
H12 1.100 -0.939 0.894

***

x.
Formula: C4H12O2
Source: OMol25
Level of theory: the ωB97M-V functional and the def2-TZVPD basis

## Properties
orbital gap = 9.3154 eV
LUMO energy = 0.732 eV
SMILES = C=C(C)C.O.O

Atoms and positions in Å:
C1 0.137 -0.342 -0.188
C2 -0.441 -0.132 -1.448
C3 -0.951 1.149 -1.926
C4 -0.147 -1.224 -2.382
H1 0.097 -1.282 0.333
H2 0.310 0.562 0.444
H3 -0.310 2.086 -2.255
H4 -1.726 1.733 -1.314
H5 -1.403 0.841 -2.837
H6 -0.142 -2.257 -1.845
H7 0.749 -1.144 -3.021
H8 -0.943 -1.101 -3.069
O1 4.874 1.021 1.627
H9 4.543 0.245 2.060
H10 5.476 1.490 2.171
O2 -3.718 -0.678 4.610
H11 -3.464 0.187 4.144
H12 -2.939 -1.156 4.896

***

List of relative energies, unit hartree: w 0.0000; x 0.0413

***

w.
Formula: C28H49N7
Source: OMol25
Level of theory: the ωB97M-V functional and the def2-TZVPD basis

## Properties
orbital gap = 11.4796 eV
LUMO energy = 0.294 eV
SMILES = CCCC#N.CCCC#N.CCCC#N.CCCC#N.CCCC#N.CCCC#N.CCCC#N

Atoms and positions in Å:
C1 -4.497 -0.712 -3.230
C2 -5.277 -2.016 -3.728
C3 -6.223 -1.829 -4.912
C4 -5.675 -1.109 -6.078
N1 -5.225 -0.490 -6.941
H1 -4.298 -0.005 -4.035
H2 -3.617 -0.905 -2.618
H3 -5.195 -0.263 -2.522
H4 -5.797 -2.408 -2.853
H5 -4.502 -2.736 -3.992
H6 -7.209 -1.423 -4.686
H7 -6.630 -2.775 -5.269
C5 -1.501 -4.259 -2.306
C6 -1.236 -5.276 -1.130
C7 -1.113 -4.534 0.231
C8 0.011 -3.598 0.385
N2 0.896 -2.846 0.528
H8 -1.868 -4.771 -3.195
H9 -0.552 -3.856 -2.660
H10 -2.276 -3.539 -2.040
H11 -0.424 -6.003 -1.103
H12 -2.131 -5.844 -0.872
H13 -0.846 -5.127 1.106
H14 -2.025 -3.974 0.437
C9 2.897 1.232 5.679
C10 2.127 0.235 6.464
C11 0.941 0.789 7.189
C12 1.310 1.816 8.206
N3 1.585 2.617 8.988
H15 3.099 2.128 6.266
H16 2.345 1.510 4.781
H17 3.850 0.804 5.366
H18 2.777 -0.134 7.257
H19 1.686 -0.532 5.827
H20 0.591 0.012 7.868
H21 0.187 1.267 6.564
C13 5.881 -2.683 -3.526
C14 5.904 -2.285 -2.111
C15 4.480 -2.411 -1.396
C16 3.320 -1.701 -1.944
N4 2.478 -1.128 -2.442
H22 5.371 -3.644 -3.600
H23 6.847 -3.084 -3.832
H24 5.530 -1.953 -4.256
H25 6.266 -1.259 -2.049
H26 6.666 -2.843 -1.566
H27 4.502 -2.214 -0.325
H28 4.304 -3.484 -1.314
C17 -0.067 0.166 2.127
C18 0.897 0.521 1.000
C19 0.220 0.585 -0.398
C20 -0.899 -0.387 -0.672
N5 -1.746 -1.115 -0.820
H29 -0.761 0.991 2.288
H30 0.525 0.105 3.040
H31 -0.596 -0.774 1.967
H32 1.669 -0.244 0.920
H33 1.474 1.431 1.161
H34 1.094 0.297 -0.982
H35 -0.038 1.599 -0.703
C21 -3.347 5.107 2.869
C22 -3.012 4.697 4.279
C23 -2.924 3.204 4.561
C24 -4.118 2.307 4.421
N6 -5.067 1.649 4.339
H36 -2.671 4.666 2.136
H37 -3.277 6.194 2.905
H38 -4.333 4.721 2.608
H39 -3.648 5.199 5.008
H40 -2.054 5.207 4.375
H41 -2.319 3.060 5.455
H42 -2.272 2.857 3.760
C25 1.262 3.382 -4.582
C26 2.453 2.436 -4.461
C27 3.308 2.429 -3.165
C28 3.679 3.660 -2.481
N7 3.997 4.647 -1.939
H43 1.566 4.428 -4.634
H44 0.515 3.276 -3.796
H45 0.695 3.153 -5.484
H46 3.044 2.573 -5.367
H47 1.978 1.479 -4.678
H48 4.261 1.906 -3.245
H49 2.781 1.832 -2.421

***

x.
Formula: C28H49N7
Source: OMol25
Level of theory: the ωB97M-V functional and the def2-TZVPD basis

## Properties
orbital gap = 7.7380 eV
LUMO energy = 0.083 eV

Atoms and positions in Å:
C1 4.949 -2.418 -1.966
C2 5.291 -3.025 -0.570
C3 4.059 -3.553 0.220
C4 2.967 -2.546 0.319
N1 2.070 -1.783 0.440
H1 4.769 -3.149 -2.754
H2 5.848 -1.893 -2.288
H3 4.225 -1.613 -1.838
H4 5.754 -2.289 0.088
H5 6.076 -3.766 -0.723
H6 4.364 -3.895 1.209
H7 3.742 -4.433 -0.338
C5 -2.604 2.696 3.910
C6 -2.865 2.357 2.418
C7 -2.608 0.930 1.987
C8 -3.495 0.020 2.705
N2 -4.237 -0.681 3.249
H8 -1.576 2.463 4.187
H9 -3.203 2.077 4.578
H10 -2.792 3.738 4.170
H11 -2.260 3.068 1.854
H12 -3.901 2.546 2.139
H13 -1.571 0.616 2.109
H14 -2.811 0.878 0.917
C9 -4.351 3.272 -0.323
C10 -4.121 4.326 0.746
C11 -2.766 5.077 0.610
C12 -1.590 4.259 0.244
N3 -0.657 3.606 -0.050
H15 -3.656 2.440 -0.211
H16 -4.298 3.721 -1.315
H17 -5.352 2.856 -0.203
H18 -4.154 3.821 1.712
H19 -4.935 5.049 0.784
H20 -2.601 5.685 1.499
H21 -2.993 5.740 -0.225
C13 0.732 -0.798 -0.648
C14 0.515 0.708 -0.599
C15 -0.785 1.203 0.091
C16 -2.044 0.759 -0.600
N4 -3.028 0.418 -1.096
H22 0.076 -1.403 -1.274
H23 0.829 -1.210 0.356
H24 1.712 -0.996 -1.084
H25 0.475 1.165 -1.588
H26 1.388 1.096 -0.074
H27 -0.761 2.292 0.091
H28 -0.828 0.819 1.110
C17 -0.430 -3.732 3.244
C18 0.485 -3.430 2.121
C19 -0.172 -2.717 0.991
C20 -0.779 -1.409 1.351
N5 -1.352 -0.441 1.622
H29 -1.468 -3.947 2.990
H30 -0.500 -2.917 3.965
H31 -0.062 -4.545 3.870
H32 0.809 -4.361 1.657
H33 1.325 -2.896 2.565
H34 -0.982 -3.284 0.533
H35 0.596 -2.542 0.237
C21 5.577 1.533 -0.200
C22 4.734 0.566 -1.022
C23 3.484 0.128 -0.354
C24 2.713 1.217 0.265
N6 2.112 2.087 0.759
H36 6.616 1.514 -0.531
H37 5.506 1.335 0.870
H38 5.183 2.546 -0.286
H39 5.419 -0.260 -1.211
H40 4.400 0.953 -1.985
H41 3.781 -0.502 0.484
H42 2.895 -0.421 -1.089
C25 -3.427 -1.231 -4.567
C26 -2.351 -0.419 -3.819
C27 -1.492 -1.262 -2.812
C28 -0.763 -2.423 -3.412
N7 -0.206 -3.327 -3.876
H43 -3.738 -0.638 -5.427
H44 -4.285 -1.315 -3.899
H45 -3.165 -2.249 -4.856
H46 -2.806 0.363 -3.211
H47 -1.755 0.086 -4.580
H48 -2.166 -1.654 -2.051
H49 -0.736 -0.660 -2.308

***

y.
Formula: C28H49N7
Source: OMol25
Level of theory: the ωB97M-V functional and the def2-TZVPD basis

## Properties
orbital gap = 10.9608 eV
LUMO energy = -0.243 eV
SMILES = CCCC#N.CCCC#N.CCCC#N.CCCC#N.CCCC#N.CCCC#N.CCCC#N

Atoms and positions in Å:
C1 1.933 0.378 0.096
C2 0.448 -0.107 -0.104
C3 -0.500 0.830 0.642
C4 -0.757 2.136 -0.131
N1 -0.966 3.097 -0.706
H1 2.298 0.484 1.117
H2 2.008 1.362 -0.367
H3 2.586 -0.303 -0.450
H4 0.204 -1.086 0.310
H5 0.167 -0.176 -1.156
H6 -0.078 1.018 1.630
H7 -1.396 0.227 0.792
C5 5.601 -3.079 0.495
C6 4.368 -3.030 1.306
C7 3.611 -4.373 1.554
C8 3.068 -4.971 0.305
N2 2.626 -5.387 -0.706
H8 5.277 -3.560 -0.428
H9 6.337 -3.722 0.976
H10 6.020 -2.095 0.282
H11 3.584 -2.400 0.884
H12 4.714 -2.606 2.249
H13 2.781 -4.167 2.229
H14 4.290 -5.100 1.999
C9 -0.295 -3.811 0.301
C10 -1.074 -4.606 1.401
C11 -1.665 -3.748 2.458
C12 -2.922 -3.110 2.012
N3 -3.893 -2.641 1.542
H15 0.387 -3.146 0.830
H16 -0.911 -3.120 -0.275
H17 0.097 -4.565 -0.382
H18 -0.401 -5.371 1.790
H19 -1.860 -5.243 0.996
H20 -1.029 -2.971 2.881
H21 -1.948 -4.350 3.322
C13 -0.594 4.798 3.324
C14 -1.051 3.459 3.936
C15 0.131 2.431 4.396
C16 1.093 2.998 5.342
N4 1.889 3.460 6.090
H22 -0.275 5.524 4.072
H23 -1.496 5.275 2.940
H24 0.187 4.824 2.565
H25 -1.650 2.939 3.188
H26 -1.762 3.494 4.761
H27 0.651 2.125 3.488
H28 -0.291 1.569 4.913
C17 -5.334 -0.445 -1.436
C18 -3.781 -0.008 -1.389
C19 -2.957 -1.263 -1.849
C20 -3.374 -1.754 -3.190
N5 -3.572 -2.141 -4.237
H29 -5.556 -1.347 -0.866
H30 -5.708 -0.831 -2.385
H31 -6.057 0.316 -1.143
H32 -3.346 0.347 -0.454
H33 -3.585 0.740 -2.157
H34 -3.261 -2.021 -1.127
H35 -1.881 -1.159 -1.985
C21 -4.397 7.672 -0.746
C22 -4.205 6.441 -1.725
C23 -3.155 5.440 -1.233
C24 -3.292 5.038 0.168
N6 -3.369 4.725 1.287
H36 -5.189 8.363 -1.036
H37 -3.403 8.118 -0.731
H38 -4.584 7.310 0.264
H39 -3.891 6.674 -2.742
H40 -5.143 5.899 -1.842
H41 -2.194 5.933 -1.383
H42 -3.148 4.503 -1.789
C25 3.320 -1.406 -3.534
C26 4.629 -2.126 -3.010
C27 5.346 -3.163 -3.937
C28 5.964 -2.379 -5.048
N7 6.344 -1.817 -5.946
H43 3.374 -0.647 -4.315
H44 2.818 -1.005 -2.653
H45 2.628 -2.118 -3.982
H46 4.369 -2.566 -2.047
H47 5.368 -1.365 -2.760
H48 4.590 -3.816 -4.373
H49 6.091 -3.726 -3.376

***

List of relative energies, unit hartree: w 0.0139; x 0.6496; y 0.0000

***

w.
Formula: C8H19N3O9SZn
Source: OMol25
Level of theory: the ωB97M-V functional and the def2-TZVPD basis

## Properties
orbital gap = 4.2000 eV
LUMO energy = 4.522 eV
charge = -2

Atoms and positions in Å:
Zn1 -0.736 0.248 0.094
S1 1.391 2.682 -0.451
O1 0.338 3.717 -0.438
O2 0.832 1.269 -0.463
O3 2.247 3.051 -1.599
O4 2.178 2.749 0.780
O5 -2.331 -0.687 0.891
C1 -3.545 -0.040 0.624
C2 -3.349 1.311 -0.296
O6 -2.101 1.836 -0.722
H1 -3.978 0.341 1.549
H2 -4.356 -0.645 0.220
H3 -3.989 2.077 0.142
H4 -4.084 1.176 -1.089
O7 -0.867 -0.847 -1.616
C3 -0.680 -0.924 -2.801
N1 -0.982 0.111 -3.605
C4 -0.127 -2.184 -3.373
H5 -0.794 0.059 -4.596
H6 -1.338 0.976 -3.224
H7 0.535 -2.651 -2.644
H8 0.428 -1.827 -4.240
H9 -0.895 -2.878 -3.717
O8 -0.459 1.232 1.816
C5 0.171 1.023 2.809
N2 1.206 1.829 3.097
C6 -0.129 -0.168 3.639
H10 1.293 2.669 2.543
H11 1.913 1.661 3.798
H12 0.322 -1.092 3.277
H13 -1.210 -0.293 3.709
H14 0.338 -0.041 4.616
O9 0.696 -1.250 0.607
C7 1.981 -1.500 0.430
N3 2.890 -0.512 0.522
C8 2.564 -2.830 -0.159
H15 2.592 0.449 0.608
H16 3.880 -0.656 0.388
H17 2.664 -2.626 -1.225
H18 1.932 -3.716 -0.105
H19 3.557 -3.097 0.203

***

x.
Formula: C8H19N3O9SZn
Source: OMol25
Level of theory: the ωB97M-V functional and the def2-TZVPD basis

## Properties
orbital gap = 5.5375 eV
LUMO energy = 4.951 eV
charge = -2

Atoms and positions in Å:
Zn1 -0.760 -0.359 -0.643
S1 -0.301 2.324 -0.381
O1 -1.337 3.218 0.162
O2 -0.078 1.149 0.523
O3 -0.713 1.597 -1.601
O4 0.888 3.127 -0.683
O5 -0.654 -2.011 0.607
C1 -1.002 -3.087 -0.218
C2 -1.755 -2.778 -1.538
O6 -1.415 -1.606 -2.193
H1 -1.656 -3.773 0.361
H2 -0.123 -3.741 -0.392
H3 -2.826 -2.683 -1.259
H4 -1.643 -3.687 -2.162
O7 1.391 -0.657 -1.301
C3 2.490 -0.279 -1.698
N1 2.849 0.979 -1.930
C4 3.586 -1.327 -1.894
H5 2.235 1.787 -1.733
H6 3.828 1.199 -1.979
H7 3.416 -1.899 -2.803
H8 3.566 -1.986 -1.026
H9 4.583 -0.878 -1.890
O8 3.279 0.287 3.665
C5 2.744 0.619 2.596
N2 2.172 -0.277 1.787
C6 2.778 2.042 2.088
H10 2.229 -1.260 1.980
H11 1.436 -0.001 1.141
H12 1.813 2.539 2.129
H13 3.160 2.008 1.066
H14 3.527 2.617 2.634
O9 -2.785 0.027 -0.039
C7 -3.701 0.645 0.468
N3 -3.601 1.956 0.727
C8 -4.964 -0.085 0.881
H15 -2.712 2.411 0.453
H16 -4.259 2.475 1.271
H17 -4.614 -1.100 1.040
H18 -5.656 0.050 0.046
H19 -5.415 0.416 1.738

***

List of relative energies, unit hartree: w 0.1421; x 0.0000